{"formula": "C18H18F3N4O7Tc", "method": "ωB97M-V with the def2-TZVPD basis set", "elements": ["Tc", "N", "C", "O", "C", "C", "N", "C", "N", "H", "H", "N", "C", "C", "O", "O", "H", "H", "H", "H", "H", "C", "C", "C", "C", "C", "C", "C", "C", "C", "C", "O", "O", "H", "H", "H", "H", "H", "H", "H", "H", "H", "H", "H", "F", "C", "F", "F", "C", "O", "O"], "positions_angstrom": [[-0.67, -0.57, 0.19], [0.86, -1.32, 3.08], [-0.41, -0.93, 3.18], [-1.13, -0.62, 2.18], [-1.03, -0.86, 4.47], [-2.43, -0.84, 4.46], [-3.57, -0.92, 4.32], [-0.29, -0.86, 5.65], [0.36, -0.84, 6.60], [1.25, -1.54, 2.16], [1.37, -1.63, 3.89], [-5.13, -2.18, 0.89], [-3.80, -1.56, 0.90], [-2.92, -2.58, 0.07], [-3.54, -3.57, -0.29], [-1.72, -2.30, -0.15], [-5.50, -2.38, 1.82], [-4.84, -3.12, 0.34], [-5.83, -1.67, 0.36], [-3.40, -1.47, 1.91], [-3.78, -0.58, 0.43], [4.72, 1.61, -2.37], [3.30, 1.80, -1.97], [2.94, 1.94, -0.63], [1.61, 2.11, -0.25], [1.32, 2.32, 1.21], [0.62, 2.14, -1.24], [0.97, 2.06, -2.61], [-0.06, 2.16, -3.68], [2.30, 1.88, -2.94], [-0.82, 2.12, -0.87], [-1.72, 2.75, -1.37], [-1.04, 1.20, 0.08], [5.37, 1.46, -1.51], [5.07, 2.48, -2.91], [4.81, 0.75, -3.03], [3.71, 1.95, 0.13], [2.05, 3.01, 1.62], [1.42, 1.38, 1.75], [0.33, 2.72, 1.37], [-0.88, 1.46, -3.54], [0.39, 1.99, -4.65], [-0.50, 3.16, -3.66], [2.58, 1.79, -3.98], [1.66, -1.54, -3.16], [0.83, -1.89, -2.19], [-0.02, -0.79, -2.01], [0.05, -2.86, -2.61], [1.57, -2.22, -0.82], [2.64, -2.76, -0.86], [0.90, -1.85, 0.21]], "charge": 1, "relative_energy_kj_mol": 65.6, "e_lumo_ha": [-0.1360, -0.2668], "total_energy_ha": -1822.57705, "gap_ev": [7.858, 4.315], "e_homo_ev": [-11.56, -11.58], "s2": 3.781, "spin_multiplicity": 4}


{"formula": "C2H7NO2", "method": "ωB97M-V with the def2-TZVPD basis set", "elements": ["C", "C", "N", "O", "H", "H", "H", "H", "H", "O", "H", "H"], "positions_angstrom": [[-0.27, -1.59, -1.44], [0.07, -0.50, -0.45], [1.26, 0.12, -0.78], [-0.61, -0.11, 0.49], [0.17, -1.29, -2.47], [-1.19, -1.94, -1.30], [0.39, -2.62, -1.02], [1.75, -0.44, -1.45], [1.83, 0.58, -0.17], [-0.58, 1.90, 1.83], [0.02, 1.91, 2.63], [-1.14, 1.16, 1.99]], "charge": 0, "relative_energy_kj_mol": 167.5, "e_lumo_ha": 0.0277, "total_energy_ha": -285.60801, "gap_ev": 10.238, "e_homo_ev": -9.48, "spin_multiplicity": 1}


{"formula": "C4H7N5O2", "method": "ωB97M-V with the def2-TZVPD basis set", "elements": ["C", "C", "C", "C", "N", "N", "N", "N", "N", "O", "O", "H", "H", "H", "H", "H", "H", "H"], "positions_angstrom": [[0.79, 0.09, 2.70], [-0.24, 0.30, 1.77], [1.95, -0.69, 0.83], [-0.71, 0.30, -1.75], [1.91, -0.45, 2.11], [-0.08, -0.03, 0.47], [-1.76, 0.84, -2.57], [0.14, -0.51, -2.40], [-0.82, 0.46, -0.48], [-1.48, 0.78, 2.22], [2.41, -1.20, -0.15], [0.61, 0.02, 3.74], [2.62, -0.97, 2.64], [-2.17, 0.27, -3.38], [-2.34, 1.07, -1.73], [0.07, -0.43, -3.41], [0.99, -0.73, -2.03], [-1.88, 0.86, 1.41]], "charge": 0, "relative_energy_kj_mol": 266.8, "e_lumo_ha": [0.0126, 0.0126], "total_energy_ha": -580.75773, "gap_ev": [6.986, 6.986], "e_homo_ev": [-6.64, -6.64], "spin_multiplicity": 1}


{"formula": "C4H8N2O", "method": "ωB97M-V with the def2-TZVPD basis set", "elements": ["C", "C", "C", "C", "N", "N", "O", "H", "H", "H", "H", "H", "H", "H", "H"], "positions_angstrom": [[1.15, -0.86, 0.53], [-1.17, -0.74, -0.49], [-0.01, 1.60, -0.40], [-0.53, 0.33, 0.25], [2.19, -0.47, 0.02], [-1.95, -1.51, 0.17], [-1.06, 0.52, 1.46], [0.88, -1.84, 1.03], [-1.06, -0.81, -1.58], [0.85, 2.03, 0.15], [0.21, 1.43, -1.37], [-0.93, 2.25, -0.46], [3.06, -1.15, 0.12], [-2.28, -2.38, -0.37], [-1.62, -0.38, 1.67]], "charge": 0, "relative_energy_kj_mol": 403.8, "e_lumo_ha": 0.0262, "total_energy_ha": -341.84985, "gap_ev": 8.802, "e_homo_ev": -8.09, "spin_multiplicity": 1}